Record 1
{
  "formula": "C2H5N2O4",
  "method": "ωB97M-V/def2-TZVPD",
  "species": ["C", "C", "N", "N", "O", "O", "O", "O", "H", "H", "H", "H", "H"],
  "coordinates": [[1.90661, 0.12522, 0.29823], [-2.03438, 0.31278, 0.03125], [1.22059, -0.91901, -0.29190], [-0.01096, -0.59093, -0.82301], [2.96976, -0.03239, 0.88866], [1.22702, 1.27817, 0.09752], [-2.05719, 1.30291, -0.64052], [-1.61763, 0.20371, 1.33999], [-2.61378, -0.54571, -0.34580], [1.61289, -1.82750, 0.07483], [-0.24822, -1.07492, -1.71093], [0.51297, 0.95283, -0.49134], [-0.86768, 0.81486, 1.57302]],
  "total_energy_ev": -13325.2233,
  "orbital_gap_ev": 6.565,
  "relative_energy_kcal_mol": 87.6,
  "lumo_energy_ev": 3.997,
  "charge": -1,
  "multiplicity": 1
}

---

Record 2
{
  "formula": "C2H5N2OP",
  "method": "ωB97M-V/def2-TZVPD",
  "species": ["C", "C", "N", "N", "O", "P", "H", "H", "H", "H", "H"],
  "coordinates": [[-3.22354, -0.05102, -0.17093], [-4.37050, 0.27564, -0.03460], [2.91201, 0.43229, -0.62605], [2.01898, -0.11938, 0.32778], [3.98256, 0.96273, -0.19885], [0.64135, -0.78610, -0.14142], [-2.18977, -0.31444, -0.18599], [-5.22635, 0.73837, 0.38008], [2.38712, 0.92276, -1.46064], [2.43898, -0.42440, 1.15063], [0.62916, -1.63644, 0.96000]],
  "total_energy_ev": -16464.5371,
  "orbital_gap_ev": [8.198, 7.696],
  "relative_energy_kcal_mol": 158.0,
  "lumo_energy_ev": [-0.665, -0.070],
  "multiplicity": 1
}

---

Record 3
{
  "formula": "C2H5N2P",
  "method": "ωB97M-V/def2-TZVPD",
  "species": ["C", "C", "N", "N", "P", "H", "H", "H", "H", "H"],
  "coordinates": [[-0.64570, -0.71194, -0.22371], [-0.44623, 0.75440, -0.44536], [0.62377, -1.42604, 0.06166], [1.62462, -0.78920, 0.04869], [1.39490, 0.97022, -0.01130], [-1.05414, -1.08455, 0.79430], [-1.08453, -1.20647, -1.13086], [-0.61601, 1.12504, -1.46021], [-0.92790, 1.27794, 0.41355], [1.13121, 1.09060, 1.95326]],
  "total_energy_ev": -14420.2690,
  "orbital_gap_ev": 8.396,
  "relative_energy_kcal_mol": 67.3,
  "lumo_energy_ev": -0.333,
  "multiplicity": 1
}

---

Record 4
{
  "formula": "C2H5N2S3",
  "method": "ωB97M-V/def2-TZVPD",
  "species": ["S", "C", "S", "N", "C", "N", "S", "H", "H", "H", "H", "H"],
  "coordinates": [[1.77784, 0.96001, 1.13393], [0.53824, -0.26238, 0.56945], [-0.96825, -0.32313, 1.70764], [-1.78469, 0.43781, 0.39988], [-1.22260, 0.37893, -0.75515], [-0.00401, -0.06281, -0.75383], [1.23387, 0.05823, -1.98810], [2.26278, 0.20524, 2.15631], [0.79053, -1.34669, 0.66148], [-2.79731, 0.42650, 0.38699], [-1.67330, 0.62303, -1.73931], [1.84691, -1.09473, -1.77929]],
  "smiles": "S[C@H]1S[NH+]=CN1S",
  "total_energy_ev": -37632.3067,
  "orbital_gap_ev": 8.974,
  "relative_energy_kcal_mol": 29.3,
  "lumo_energy_ev": -4.132,
  "charge": 1,
  "multiplicity": 1
}

---

Record 5
{
  "formula": "C2H5N3",
  "method": "ωB97M-V/def2-TZVPD",
  "species": ["C", "N", "N", "C", "N", "H", "H", "H", "H", "H"],
  "coordinates": [[-1.67605, 0.10386, 0.09554], [-0.78217, 0.98846, -0.12127], [0.36435, 0.60563, -0.63587], [1.05631, -0.53052, -0.28247], [1.72036, 0.70092, 0.28748], [-2.61137, 0.42180, 0.51623], [-1.61262, -0.90216, -0.23276], [1.63180, -1.09495, -1.18092], [0.48060, -1.18279, 0.32887], [1.42879, 0.88977, 1.22516]],
  "smiles": "C=NN1CN1",
  "total_energy_ev": -6620.8053,
  "orbital_gap_ev": 10.226,
  "relative_energy_kcal_mol": 95.3,
  "lumo_energy_ev": 0.824,
  "multiplicity": 1
}

---

Record 6
{
  "formula": "C2H5N3",
  "method": "ωB97M-V/def2-TZVPD",
  "species": ["H", "N", "C", "C", "N", "H", "N", "H", "H", "H"],
  "coordinates": [[-0.14384, 0.37903, 2.14062], [-0.45384, 1.22829, 1.65833], [-1.12175, 0.94139, 0.63293], [-1.53790, -0.38333, 0.23100], [-1.61794, -1.46996, -0.13129], [-1.39050, 1.61043, -0.24523], [1.75928, -0.69639, -1.25161], [1.92261, -0.99272, -0.31746], [1.78401, 0.30442, -1.28565], [0.79987, -0.92116, -1.43165]],
  "smiles": "[H]/N=C\\C#N.N",
  "total_energy_ev": -6623.8746,
  "orbital_gap_ev": 9.891,
  "relative_energy_kcal_mol": 24.5,
  "lumo_energy_ev": -0.426,
  "multiplicity": 1
}

---

Record 7
{
  "formula": "C2H5N3",
  "method": "ωB97M-V/def2-TZVPD",
  "species": ["H", "N", "C", "N", "C", "N", "H", "H", "H", "H"],
  "coordinates": [[0.10712, 0.79409, 2.24782], [-0.78065, 0.27332, 2.07049], [-1.01834, -0.33004, 0.95477], [-0.44090, -0.49118, -0.29175], [0.64141, 0.19254, -0.76968], [1.01884, 0.10237, -1.93415], [2.03149, 0.51590, -1.80559], [-1.82285, -1.00584, 0.79964], [-0.90233, -0.85075, -1.29204], [1.16621, 0.79960, 0.02048]],
  "smiles": "[H]/N=C\\N/C=N/[H]",
  "total_energy_ev": -6623.3850,
  "orbital_gap_ev": 10.366,
  "relative_energy_kcal_mol": 35.8,
  "lumo_energy_ev": 0.852,
  "multiplicity": 1
}

---

Record 8
{
  "formula": "C2H5N3",
  "method": "ωB97M-V/def2-TZVPD",
  "species": ["C", "N", "C", "N", "H", "H", "N", "H", "H", "H"],
  "coordinates": [[-0.57958, 0.02192, -1.83549], [-1.09427, -1.01454, -1.33959], [-0.94340, -1.53395, -0.15595], [-1.01076, -2.03584, 0.90076], [-0.96494, 0.18001, -2.77031], [0.00960, 0.73783, -1.12507], [1.16256, 0.94292, 1.23659], [1.99539, 1.09504, 1.75851], [0.86987, 0.03617, 1.54768], [0.55552, 1.57045, 1.78288]],
  "smiles": "C=NC#N.N",
  "total_energy_ev": -6623.5425,
  "orbital_gap_ev": 10.029,
  "relative_energy_kcal_mol": 32.2,
  "lumo_energy_ev": -0.198,
  "multiplicity": 1
}